(1)
{
  "formula": "C5H14N2O",
  "method": "ωB97M-V with the def2-TZVPD basis set",
  "elements": ["C", "N", "C", "C", "C", "C", "N", "H", "H", "H", "H", "H", "H", "H", "H", "H", "H", "H", "H", "O", "H", "H"],
  "coordinates": [[-2.992502, -0.320163, 1.076691], [-2.030277, -0.652170, 0.000279], [-0.858775, 0.150870, 0.049572], [0.151552, 0.191085, -0.827776], [1.451390, 0.815811, -0.416384], [2.241790, 1.501140, -1.580778], [3.128310, 0.748551, -2.406848], [-4.032658, -0.395862, 0.773934], [-2.854253, -1.098588, 1.822397], [-2.833410, 0.668616, 1.499479], [-2.471046, -0.518235, -0.893966], [-0.693275, 0.643465, 1.003699], [0.107401, -0.402542, -1.733761], [2.033103, 0.016011, 0.071452], [1.432934, 1.577737, 0.364878], [1.430997, 1.974601, -2.151570], [2.685467, 2.415733, -1.168756], [2.678328, 0.193411, -3.120153], [3.794484, 0.236524, -1.865223], [-0.875807, -1.972233, 3.449208], [-1.756489, -1.842332, 3.099765], [-0.308428, -2.218662, 2.714486]],
  "atomic_forces_ev_per_a": [[0.4, -0.8, -0.2], [-0.3, 1.3, 0.0], [0.6, -0.7, 0.0], [-0.7, 0.1, 1.0], [1.3, -0.2, -0.5], [-1.7, 0.9, 0.8], [0.0, 0.4, -0.4], [0.0, 0.0, -0.4], [-0.2, 0.3, 0.4], [0.1, 0.0, 0.1], [-0.1, -0.3, -0.3], [-0.2, 0.1, 0.0], [0.1, 0.1, -0.1], [0.3, 0.1, -0.4], [-0.9, 0.0, 0.1], [0.3, -0.4, -0.6], [0.7, -0.4, 0.0], [0.1, -0.1, 0.3], [0.2, -0.5, 0.0], [0.3, 0.0, 0.4], [-0.1, -0.1, -0.2], [-0.2, 0.0, -0.2]],
  "smiles": "CN/C=C/CCN.O",
  "e_tot_ha": -383.599529,
  "lumo_energy_ha": 0.0329,
  "spin_multiplicity": 1
}

***

(2)
{
  "formula": "C15H15F5O15",
  "method": "ωB97M-V with the def2-TZVPD basis set",
  "elements": ["O", "C", "O", "C", "C", "F", "O", "H", "H", "H", "O", "C", "O", "C", "C", "F", "O", "H", "H", "H", "O", "C", "O", "C", "C", "F", "O", "H", "H", "H", "O", "C", "O", "C", "C", "F", "O", "H", "H", "H", "O", "C", "O", "C", "C", "F", "O", "H", "H", "H"],
  "coordinates": [[13.236380, 19.897890, 17.477560], [13.514210, 20.889620, 18.134040], [12.895180, 22.069800, 18.019310], [13.236760, 22.998970, 18.984120], [14.160580, 22.157410, 19.845700], [13.654530, 21.931910, 21.085070], [14.375130, 21.009260, 19.120620], [13.842150, 23.796660, 18.553680], [12.241660, 23.289630, 19.320870], [15.052930, 22.772590, 19.961330], [10.665860, 15.540180, 22.028030], [10.651600, 14.653570, 21.185170], [11.628090, 13.992700, 20.660470], [11.236550, 13.226850, 19.504900], [9.760690, 13.139400, 19.738530], [9.478050, 11.919470, 20.204150], [9.477170, 14.163670, 20.627730], [11.370040, 13.754950, 18.560760], [11.698120, 12.243570, 19.414240], [9.296600, 13.121360, 18.752420], [8.112350, 14.326970, 5.517140], [8.872390, 14.432440, 6.482390], [8.735160, 13.620740, 7.547470], [9.672620, 13.992660, 8.500390], [10.629110, 14.913910, 7.758640], [11.622520, 14.240830, 7.211940], [9.817960, 15.367150, 6.697790], [9.282250, 14.426620, 9.420930], [10.168260, 13.079100, 8.828780], [11.029530, 15.712600, 8.383020], [2.627620, 17.992360, 11.595280], [2.840550, 18.654740, 10.635410], [3.406840, 18.191220, 9.569800], [3.274730, 19.123100, 8.509390], [3.140270, 20.397380, 9.280050], [2.442520, 21.474100, 8.630180], [2.541130, 19.919310, 10.531420], [4.072370, 19.070030, 7.768410], [2.397590, 18.856330, 7.919850], [4.139080, 20.813520, 9.411590], [8.485230, 19.107140, 12.594330], [7.993290, 18.927140, 13.724900], [8.042970, 19.789130, 14.699220], [7.639600, 19.079090, 15.944130], [7.694590, 17.693870, 15.448060], [6.667930, 17.030530, 15.990320], [7.516680, 17.773650, 14.045910], [8.206080, 19.257590, 16.858100], [6.593410, 19.383520, 15.913840], [8.626690, 17.173000, 15.667150]],
  "atomic_forces_ev_per_a": [[1.2, 2.3, 1.5], [-2.4, -1.6, -2.1], [-1.3, -0.9, -2.9], [-0.2, -0.4, -0.2], [0.2, 2.4, 0.8], [-0.1, -0.7, 0.1], [1.8, -1.2, 1.6], [-0.4, 0.3, -0.1], [0.6, 0.6, 1.0], [0.5, -0.8, 0.3], [0.2, -2.5, -2.3], [-2.1, 2.1, 2.1], [3.2, -0.7, -0.9], [-0.3, 0.6, 0.2], [0.7, -0.2, -1.6], [-0.8, -1.3, 1.5], [-0.8, 0.1, -0.2], [0.6, 0.5, 0.3], [0.2, 0.2, 0.6], [-0.9, 1.1, 0.3], [2.7, 0.8, 2.4], [-3.7, -0.6, -2.7], [-0.4, 0.3, -0.4], [1.4, -0.8, 1.4], [-1.5, 0.5, 0.9], [1.7, -1.0, -0.6], [0.1, 0.3, -0.1], [-0.6, 0.4, -0.3], [0.3, 0.1, -0.1], [-0.2, 0.3, -0.4], [-0.2, -0.2, 0.7], [-0.6, -1.5, 2.2], [1.5, -1.3, -2.5], [-0.9, -0.4, -1.2], [-0.2, 1.6, -0.4], [0.5, -2.5, 1.4], [0.0, 3.8, -1.8], [0.5, 0.1, 0.7], [-0.4, 0.2, 0.2], [-0.2, 0.2, 0.8], [-1.8, 0.2, 2.9], [3.4, 1.6, -6.2], [1.0, 1.0, 2.2], [-0.9, 1.6, -2.1], [-0.1, -1.2, 0.3], [-0.6, -1.0, 0.3], [-0.9, -2.3, 1.8], [0.1, 0.5, -0.5], [-0.1, -0.2, 1.3], [0.0, -0.2, -0.1]],
  "smiles": "O=C1OC[C@@H](F)O1.O=C1OC[C@@H](F)O1.O=C1OC[C@@H](F)O1.O=C1OC[C@@H](F)O1.O=C1OC[C@@H](F)O1",
  "e_tot_ha": -2208.482721,
  "lumo_energy_ha": -0.0019,
  "spin_multiplicity": 1
}

***

(3)
{
  "formula": "C3H7NO",
  "method": "ωB97M-V with the def2-TZVPD basis set",
  "elements": ["C", "C", "N", "O", "C", "H", "H", "H", "H", "H", "H", "H"],
  "coordinates": [[-1.494905, -1.006336, -0.296872], [-0.578820, -0.209530, 0.257967], [-0.670968, 1.186735, 0.362357], [0.568835, -0.736819, 0.767323], [1.766649, -0.011357, 0.525809], [-2.468493, -0.622142, -0.581139], [-1.278413, -2.054341, -0.460469], [-1.533169, 1.539153, -0.032853], [-0.561644, 1.516115, 1.315998], [1.844752, 0.293561, -0.523287], [1.841996, 0.880358, 1.158083], [2.582232, -0.694298, 0.772450]],
  "atomic_forces_ev_per_a": [[0.1, 0.0, 0.0], [-0.2, -0.1, -0.1], [-0.1, 0.0, 0.1], [-0.1, 0.0, 0.0], [0.3, 0.1, 0.0], [0.2, 0.0, 0.0], [0.0, 0.1, 0.0], [0.1, -0.1, 0.1], [0.0, 0.0, -0.1], [0.0, -0.1, 0.1], [0.0, -0.1, -0.1], [-0.1, 0.1, 0.0]],
  "smiles": "C=C(N)OC",
  "e_tot_ha": -248.466588,
  "lumo_energy_ha": 0.0365,
  "spin_multiplicity": 1
}

***

The Kohn-Sham gap results, record by record, are as follows: 9.1 10.8 9.4 eV.
The ΔE to the lowest compared entry with this formula, charge and spin results, record by record, are as follows: 63.49 78.00 37.59 kcal/mol.